1.
DFT (ωB97M-V/def2-TZVPD) results for a structure of composition C15H27CrGeN4PSeTe.

Structure (XYZ):
```
51
Properties=species:S:1:pos:R:3
Cr -0.421 -0.180 0.174
C -3.252 2.929 -3.266
N -3.719 2.932 -1.883
C -4.862 2.021 -1.785
N -4.601 0.668 -2.270
C -4.088 0.749 -3.637
N -2.912 1.609 -3.787
C -1.733 1.031 -3.109
P -1.971 0.746 -1.283
C -2.634 2.492 -0.976
C -3.651 -0.057 -1.400
H -2.375 3.575 -3.343
H -4.046 3.344 -3.894
H -5.680 2.446 -2.376
H -5.172 1.963 -0.742
H -4.878 1.155 -4.275
H -3.836 -0.256 -3.978
H -0.883 1.699 -3.252
H -1.474 0.073 -3.546
H -1.802 3.191 -1.074
H -2.971 2.544 0.057
H -4.052 -0.138 -0.392
H -3.485 -1.058 -1.779
C 3.037 -1.900 3.665
Ge 1.333 -1.112 2.993
C 1.011 0.308 4.318
C 0.042 -2.559 3.237
C 1.451 -0.420 1.204
H 2.930 -2.215 4.714
H 3.839 -1.153 3.606
H 3.333 -2.771 3.067
H 0.475 -0.072 5.197
H 0.422 1.115 3.884
H 1.977 0.708 4.648
H -0.316 -2.582 4.274
H 0.512 -3.520 3.002
H -0.807 -2.418 2.567
H 2.121 -1.088 0.663
H 1.985 0.532 1.311
Se -2.160 0.406 2.001
C -2.494 0.428 3.860
C -2.920 -0.716 4.539
C -3.227 -0.647 5.894
N -3.139 0.456 6.635
C -2.716 1.543 5.991
C -2.388 1.581 4.641
H -3.006 -1.651 4.003
H -3.566 -1.539 6.415
H -2.632 2.444 6.592
H -2.056 2.504 4.186
Te -0.494 -2.007 -1.560
```

The multiplicity is 5. The total charge is -2. The calculation puts the HOMO energy (alpha / beta) at 0.0103 / -0.0066 Eh. The calculation puts the energy relative to the best compared isomer or geometry (same formula, charge and spin) at 0.0 kJ/mol.

***

2.
DFT (ωB97M-V/def2-TZVPD) results for a structure of composition C15H27F3NiO7P2Sb2.

Structure (XYZ):
```
57
Properties=species:S:1:pos:R:3
Ni 1.046 0.275 -0.753
C 0.154 -3.369 -2.463
Sb -0.389 -2.133 -0.814
C -0.560 -3.679 0.654
C -2.501 -1.991 -1.259
C -3.223 -1.291 -0.150
C -3.769 -2.060 0.881
C -4.416 -1.485 1.961
C -4.542 -0.105 2.026
C -4.014 0.670 1.009
C -3.346 0.107 -0.080
C -2.803 1.027 -1.133
Sb -0.876 1.862 -0.665
C -0.958 3.556 -1.939
C -1.252 2.752 1.223
H -0.487 -4.249 -2.508
H 1.193 -3.675 -2.351
H 0.063 -2.796 -3.383
H -1.113 -4.526 0.250
H -1.073 -3.296 1.535
H 0.437 -4.009 0.944
H -2.877 -3.007 -1.383
H -2.589 -1.482 -2.218
H -3.686 -3.139 0.820
H -4.830 -2.113 2.740
H -5.055 0.363 2.856
H -4.127 1.748 1.048
H -3.471 1.879 -1.270
H -2.679 0.544 -2.100
H -1.825 4.167 -1.688
H -1.027 3.213 -2.970
H -0.048 4.142 -1.828
H -2.093 3.442 1.160
H -0.361 3.291 1.541
H -1.471 1.969 1.947
C 4.199 -0.797 2.038
C 3.971 0.543 1.338
O 4.984 1.494 1.666
P 2.388 1.246 1.859
O 2.267 1.247 3.442
O 2.452 2.785 1.539
O 1.238 0.499 1.266
P 3.975 0.265 -0.492
O 3.595 1.780 -0.964
O 5.352 -0.093 -0.874
O 2.793 -0.629 -0.797
H 4.328 -0.639 3.109
H 5.103 -1.257 1.638
H 3.365 -1.477 1.857
H 5.734 1.305 1.081
H 1.833 0.452 3.775
H 3.262 3.010 1.051
H 3.969 1.981 -1.832
F 1.332 1.616 -3.155
C 0.976 0.386 -2.665
F -0.297 0.179 -3.190
F 1.750 -0.492 -3.330
```

The multiplicity is 1. The total charge is 0. The calculation puts the HOMO energy (alpha / beta) at -0.2907 / -0.2918 Eh. The calculation puts the energy relative to the best compared isomer or geometry (same formula, charge and spin) at 0.0 kJ/mol.

***

3.
DFT (ωB97M-V/def2-TZVPD) results for a cluster of 5 separate species, C15H27NO16 in total.

Structure (XYZ):
```
59
Properties=species:S:1:pos:R:3
N 2.138 -3.582 4.858
C 1.030 -2.973 4.093
C 1.017 -1.403 4.431
O 1.204 -1.106 5.610
O 0.854 -0.530 3.475
C -0.394 -3.566 4.441
O -1.038 -4.150 3.537
O -0.846 -3.397 5.618
H 1.812 -4.241 5.559
H 2.852 -3.978 4.257
H 1.180 -3.126 2.998
C 0.418 0.675 1.030
O 1.069 0.581 -0.263
C 0.768 -0.507 -0.956
O 0.025 -1.389 -0.620
O 1.445 -0.458 -2.129
C 1.206 -1.579 -2.971
H 0.741 1.604 1.496
H -0.667 0.708 0.910
H 0.710 -0.157 1.682
H 0.151 -1.638 -3.244
H 1.530 -2.501 -2.487
H 1.793 -1.442 -3.879
C -0.166 -6.205 -3.734
O 0.828 -6.676 -4.651
C 1.950 -5.952 -4.656
O 2.166 -4.984 -3.979
O 2.793 -6.493 -5.547
C 4.041 -5.811 -5.653
H -1.026 -6.866 -3.817
H 0.205 -6.243 -2.711
H -0.478 -5.193 -3.992
H 4.574 -5.833 -4.702
H 3.891 -4.783 -5.985
H 4.638 -6.334 -6.398
C -0.637 6.496 2.272
O -1.636 5.916 3.106
C -1.314 4.688 3.555
O -0.305 4.094 3.306
O -2.314 4.244 4.319
C -2.089 2.929 4.858
H -0.994 7.477 1.962
H 0.297 6.623 2.820
H -0.481 5.886 1.382
H -1.208 2.921 5.499
H -1.986 2.196 4.060
H -2.959 2.670 5.459
C -4.052 5.266 -0.833
O -3.569 4.553 -1.971
C -2.235 4.451 -2.024
O -1.462 4.898 -1.220
O -1.913 3.764 -3.124
C -0.508 3.575 -3.303
H -5.139 5.284 -0.897
H -3.766 4.760 0.089
H -3.685 6.293 -0.838
H -0.087 3.003 -2.475
H 0.000 4.535 -3.404
H -0.369 3.009 -4.222
```

The multiplicity is 1. The total charge is -2. The calculation puts the HOMO energy at -0.0092 Eh.

***

4.
DFT (ωB97M-V/def2-TZVPD) results for a cluster of 3 separate species, C15H28Br2O7P in total.

Structure (XYZ):
```
53
Properties=species:S:1:pos:R:3
C 0.331 2.191 -0.723
C -0.494 1.328 0.219
C 0.106 -0.068 0.381
C -0.475 -0.796 1.613
P 0.672 -0.913 2.982
Br -0.430 -1.456 4.740
Br 1.557 1.006 3.308
C 1.989 -2.125 2.784
C 2.656 -2.146 1.404
C 3.690 -3.271 1.343
C 4.236 -3.532 -0.072
O 4.142 -4.886 -0.441
C 2.837 -5.261 -0.819
H 0.520 1.676 -1.668
H 1.303 2.444 -0.290
H -0.176 3.123 -0.970
H -0.572 1.810 1.198
H -1.519 1.225 -0.148
H 1.197 0.010 0.432
H -0.106 -0.683 -0.496
H -0.796 -1.825 1.416
H -1.348 -0.260 2.003
H 2.714 -1.894 3.572
H 1.541 -3.095 3.026
H 3.138 -1.183 1.217
H 1.908 -2.289 0.619
H 3.246 -4.202 1.707
H 4.510 -3.035 2.024
H 3.713 -2.900 -0.806
H 5.295 -3.285 -0.129
H 2.105 -5.068 -0.022
H 2.523 -4.727 -1.723
H 2.848 -6.329 -1.019
C -4.043 2.195 3.185
C -5.469 1.710 2.974
O -5.574 1.687 1.544
C -4.343 1.598 1.013
O -4.091 1.380 -0.127
O -3.397 1.777 1.974
H -3.539 1.743 4.035
H -3.985 3.282 3.251
H -5.627 0.698 3.348
H -6.229 2.376 3.370
C -0.753 3.062 -6.104
C -1.599 3.030 -4.842
O -0.604 3.042 -3.810
C 0.546 3.551 -4.315
O 1.503 3.811 -3.660
O 0.449 3.699 -5.651
H -1.178 3.650 -6.912
H -0.502 2.062 -6.461
H -2.218 3.923 -4.737
H -2.211 2.140 -4.733
```

The multiplicity is 1. The total charge is +1. The calculation puts the HOMO energy at -0.4543 Eh.

***

Which formula does entry 2 have?
C15H27F3NiO7P2Sb2

***

Copy entry 1 word for word.
DFT (ωB97M-V/def2-TZVPD) results for a structure of composition C15H27CrGeN4PSeTe.

Structure (XYZ):
```
51
Properties=species:S:1:pos:R:3
Cr -0.421 -0.180 0.174
C -3.252 2.929 -3.266
N -3.719 2.932 -1.883
C -4.862 2.021 -1.785
N -4.601 0.668 -2.270
C -4.088 0.749 -3.637
N -2.912 1.609 -3.787
C -1.733 1.031 -3.109
P -1.971 0.746 -1.283
C -2.634 2.492 -0.976
C -3.651 -0.057 -1.400
H -2.375 3.575 -3.343
H -4.046 3.344 -3.894
H -5.680 2.446 -2.376
H -5.172 1.963 -0.742
H -4.878 1.155 -4.275
H -3.836 -0.256 -3.978
H -0.883 1.699 -3.252
H -1.474 0.073 -3.546
H -1.802 3.191 -1.074
H -2.971 2.544 0.057
H -4.052 -0.138 -0.392
H -3.485 -1.058 -1.779
C 3.037 -1.900 3.665
Ge 1.333 -1.112 2.993
C 1.011 0.308 4.318
C 0.042 -2.559 3.237
C 1.451 -0.420 1.204
H 2.930 -2.215 4.714
H 3.839 -1.153 3.606
H 3.333 -2.771 3.067
H 0.475 -0.072 5.197
H 0.422 1.115 3.884
H 1.977 0.708 4.648
H -0.316 -2.582 4.274
H 0.512 -3.520 3.002
H -0.807 -2.418 2.567
H 2.121 -1.088 0.663
H 1.985 0.532 1.311
Se -2.160 0.406 2.001
C -2.494 0.428 3.860
C -2.920 -0.716 4.539
C -3.227 -0.647 5.894
N -3.139 0.456 6.635
C -2.716 1.543 5.991
C -2.388 1.581 4.641
H -3.006 -1.651 4.003
H -3.566 -1.539 6.415
H -2.632 2.444 6.592
H -2.056 2.504 4.186
Te -0.494 -2.007 -1.560
```

The multiplicity is 5. The total charge is -2. The calculation puts the HOMO energy (alpha / beta) at 0.0103 / -0.0066 Eh. The calculation puts the energy relative to the best compared isomer or geometry (same formula, charge and spin) at 0.0 kJ/mol.

***

What did the second record say?
DFT (ωB97M-V/def2-TZVPD) results for a structure of composition C15H27F3NiO7P2Sb2.

Structure (XYZ):
```
57
Properties=species:S:1:pos:R:3
Ni 1.046 0.275 -0.753
C 0.154 -3.369 -2.463
Sb -0.389 -2.133 -0.814
C -0.560 -3.679 0.654
C -2.501 -1.991 -1.259
C -3.223 -1.291 -0.150
C -3.769 -2.060 0.881
C -4.416 -1.485 1.961
C -4.542 -0.105 2.026
C -4.014 0.670 1.009
C -3.346 0.107 -0.080
C -2.803 1.027 -1.133
Sb -0.876 1.862 -0.665
C -0.958 3.556 -1.939
C -1.252 2.752 1.223
H -0.487 -4.249 -2.508
H 1.193 -3.675 -2.351
H 0.063 -2.796 -3.383
H -1.113 -4.526 0.250
H -1.073 -3.296 1.535
H 0.437 -4.009 0.944
H -2.877 -3.007 -1.383
H -2.589 -1.482 -2.218
H -3.686 -3.139 0.820
H -4.830 -2.113 2.740
H -5.055 0.363 2.856
H -4.127 1.748 1.048
H -3.471 1.879 -1.270
H -2.679 0.544 -2.100
H -1.825 4.167 -1.688
H -1.027 3.213 -2.970
H -0.048 4.142 -1.828
H -2.093 3.442 1.160
H -0.361 3.291 1.541
H -1.471 1.969 1.947
C 4.199 -0.797 2.038
C 3.971 0.543 1.338
O 4.984 1.494 1.666
P 2.388 1.246 1.859
O 2.267 1.247 3.442
O 2.452 2.785 1.539
O 1.238 0.499 1.266
P 3.975 0.265 -0.492
O 3.595 1.780 -0.964
O 5.352 -0.093 -0.874
O 2.793 -0.629 -0.797
H 4.328 -0.639 3.109
H 5.103 -1.257 1.638
H 3.365 -1.477 1.857
H 5.734 1.305 1.081
H 1.833 0.452 3.775
H 3.262 3.010 1.051
H 3.969 1.981 -1.832
F 1.332 1.616 -3.155
C 0.976 0.386 -2.665
F -0.297 0.179 -3.190
F 1.750 -0.492 -3.330
```

The multiplicity is 1. The total charge is 0. The calculation puts the HOMO energy (alpha / beta) at -0.2907 / -0.2918 Eh. The calculation puts the energy relative to the best compared isomer or geometry (same formula, charge and spin) at 0.0 kJ/mol.